(1)
The following is a DFT calculation (wB97M-V/def2-TZVPD) of a molecular structure, C31H37MoN5OSi2.

Computed properties:
LUMO energy	-0.25	eV
highest occupied orbital energy	-6.54	eV
frontier orbital gap	6.288	eV
energy relative to the best compared isomer or geometry (same formula, charge and spin)	0.815	eV
DFT total energy	-59859.4506	eV

```
77
C31H37MoN5OSi2 (wB97M-V/def2-TZVPD)
H -0.4662 -1.6871 6.0749
C -3.6542 1.3550 1.9204
H 0.6217 3.7288 3.6154
C 0.5964 3.8510 2.5299
H -1.8368 -3.2476 -1.1263
H 1.5471 1.6494 4.3092
H -2.7265 -1.7237 -0.9261
H 3.5367 1.1964 0.0063
H -1.9611 -4.8841 1.5233
H 1.1507 1.9900 -0.7651
C -0.3197 -1.3386 -2.4974
H -3.5454 0.3131 2.1916
H -3.4108 -3.2369 -0.3280
C -0.2317 -0.8393 2.7837
C -1.5959 1.1601 0.5874
C 2.3461 -1.7802 -0.5556
C 0.9369 0.7559 4.2097
C 1.5167 2.8681 -0.2149
C -1.9266 1.4352 -4.4652
H 0.8235 3.6818 -0.4364
H -1.1570 -2.4578 3.8750
H -3.1642 -1.4671 3.1986
H 1.0027 4.8418 2.2983
C -1.1816 2.1865 -2.3317
H -2.3889 1.6218 -5.4265
O -0.1879 -2.2219 -3.3400
H -2.0767 3.4763 -3.7714
C -0.1822 -1.1129 5.2013
H -1.5615 -0.6801 -4.7822
C -4.7019 2.1070 2.4213
H 3.4084 3.1395 3.2633
N 0.0721 -1.3431 -1.2189
H 0.8916 0.3756 6.3206
H 3.4187 -3.6358 -0.5810
C 0.5772 0.0394 5.3407
H -2.0885 3.7736 0.1291
H -0.2602 -4.4342 1.4347
C -2.7016 1.9360 1.0717
H 5.6567 -0.0507 0.1883
H -5.4238 1.6447 3.0834
C 4.6993 -1.9560 -0.1750
H -1.1423 -4.2311 2.9431
Si 1.5999 2.5345 1.6582
C -2.4762 -2.6760 -0.4517
H -1.0477 2.9560 -1.5882
C -4.8305 3.4483 2.0816
Mo -0.1101 0.3362 0.1138
H 1.1010 -3.1023 -1.6813
N 0.9064 0.9589 1.7543
H -4.0119 -1.3842 1.6430
C 4.7339 -0.5751 -0.0179
H -3.9757 5.0872 0.9904
C -2.8341 3.2943 0.7494
C 3.5498 0.1222 -0.1259
C 0.5384 0.3344 2.9412
H -5.6535 4.0329 2.4722
N -0.5305 -1.2217 1.4692
H 4.0131 3.1946 1.6093
N -0.7609 0.9622 -1.9907
C -3.3457 -1.9935 2.2604
C 3.3701 2.6329 2.2947
C 3.4916 -2.5638 -0.4456
C -0.5797 -1.5463 3.9439
N 2.3749 -0.4575 -0.3881
C -0.9029 -0.0200 -2.8825
Si -1.7951 -2.4399 1.2774
C 1.0053 -2.3915 -0.8614
H 5.6053 -2.5432 -0.0921
H 3.7990 1.6364 2.4245
C -1.4855 0.1742 -4.1239
C -1.2255 -4.1441 1.8576
H -3.8871 -2.9172 2.4939
H -0.4490 3.8266 2.2149
H 0.6760 -2.9344 0.0212
C -1.7581 2.4663 -3.5502
H 2.4753 3.1078 -0.6788
C -3.8916 4.0383 1.2458
```

The Mulliken scheme yields these atomic charges, measured in e:
1. H 0.40
2. C 0.20
3. H 0.34
4. C -1.17
5. H 0.33
6. H 0.30
7. H 0.15
8. H 0.56
9. H 0.36
10. H 0.33
11. C -0.23
12. H 0.01
13. H 0.51
14. C 1.02
15. C 1.80
16. C 0.70
17. C -0.86
18. C -0.98
19. C -0.34
20. H 0.45
21. H 0.11
22. H 0.50
23. H 0.41
24. C 0.18
25. H 0.43
26. O -0.79
27. H 0.44
28. C -1.10
29. H 0.54
30. C -0.80
31. H 0.44
32. N 0.88
33. H 0.40
34. H 0.47
35. C -1.05
36. H 0.20
37. H 0.32
38. C 1.19
39. H 0.44
40. H 0.43
41. C -0.32
42. H 0.42
43. Si 0.29
44. C -1.22
45. H 0.06
46. C -0.41
47. Mo -2.39
48. H 0.73
49. N 0.51
50. H 0.47
51. C -1.18
52. H 0.41
53. C -0.18
54. C -0.27
55. C 0.93
56. H 0.38
57. N 0.43
58. H 0.43
59. N 0.23
60. C -1.65
61. C -1.47
62. C -1.11
63. C -0.80
64. N 0.46
65. C 0.35
66. Si 0.57
67. C -0.73
68. H 0.42
69. H 0.41
70. C -0.96
71. C -1.26
72. H 0.46
73. H 0.21
74. H -0.44
75. C -1.07
76. H 0.56
77. C -0.80

=====

(2)
The following is a DFT calculation (wB97M-V/def2-TZVPD) of a molecular structure, C12H19Cl2IrN3O.

Computed properties:
LUMO energy (alpha / beta)	-0.16 / -3.14	eV
highest occupied orbital energy (alpha / beta)	-4.13 / -8.06	eV
expectation value of S²	8.78
2S+1	6
frontier orbital gap (alpha / beta)	3.965 / 4.920	eV
energy relative to the best compared isomer or geometry (same formula, charge and spin)	2.704	eV
DFT total energy	-47144.6605	eV

```
38
C12H19Cl2IrN3O (wB97M-V/def2-TZVPD)
H -1.3004 -1.7041 -4.2732
C 1.6859 1.4366 3.2660
H -0.2811 1.8865 -2.5024
C -1.1983 -0.6344 4.0305
C 1.9385 1.1291 1.9059
H -0.9501 -0.6057 5.0983
C 0.4780 0.2393 -1.2554
C -1.9243 -0.5617 -0.9850
H 3.4546 2.4450 1.5971
C -2.1695 -0.8375 -2.4576
H -2.0124 0.0951 3.8478
C -0.2907 0.1748 -3.8181
N -0.0411 -0.1776 3.2875
H -2.8879 -1.6755 -2.4500
O -0.7309 -1.1440 1.3996
N 1.2448 0.1812 1.2946
H -1.9837 0.5884 -0.7925
N 2.8159 1.8016 1.1658
C 0.2729 0.9388 -2.6163
C -0.9491 -1.1968 -3.3742
Cl 3.2036 -0.5870 -2.8327
H -2.1010 -2.4634 -0.1098
H 1.3005 1.3060 -2.8764
Cl 3.9260 -1.2655 0.3013
C 0.1698 -0.4142 1.9225
H -3.1597 -0.9055 0.6597
H -1.0665 0.8021 -4.3017
C -2.3276 -1.3244 -0.0229
C 0.7362 0.7308 3.9071
Ir 2.3040 -0.2644 -0.7892
H 3.0462 1.4968 0.2007
H 0.4762 -0.0534 -4.5915
H -1.5055 -1.6675 3.7364
H -2.6891 0.0679 -2.8903
H 0.4370 0.8298 4.9463
H 0.0293 1.0204 -0.5080
H -0.2111 -1.8720 -2.8817
H 2.2605 2.1843 3.7618
```

The Mulliken scheme yields these atomic charges, measured in e:
1. H 0.42
2. C -0.85
3. H 0.42
4. C -0.96
5. C 0.85
6. H 0.34
7. C -0.54
8. C -0.08
9. H 0.19
10. C -0.74
11. H 0.32
12. C -0.75
13. N 0.16
14. H 0.38
15. O -0.65
16. N -0.13
17. H 0.34
18. N -0.26
19. C -0.71
20. C -0.52
21. Cl -0.42
22. H 0.21
23. H 0.47
24. Cl -0.39
25. C -0.08
26. H 0.22
27. H 0.33
28. C -0.10
29. C -0.35
30. Ir 0.87
31. H 0.05
32. H 0.30
33. H 0.26
34. H 0.30
35. H 0.23
36. H 0.16
37. H 0.29
38. H 0.40

=====

(3)
The following is a DFT calculation (wB97M-V/def2-TZVPD) of 7 unconnected molecules or ions with the total composition C37H39N7O3.

Computed properties:
LUMO energy	-0.76	eV
SMILES	CCCNC1=CC(=O)OC1=O.c1ccncc1.c1ccncc1.c1ccncc1.c1ccncc1.c1ccncc1.c1ccncc1
highest occupied orbital energy	-9.42	eV
frontier orbital gap	8.653	eV
DFT total energy	-55573.6583	eV

```
86
C37H39N7O3 (wB97M-V/def2-TZVPD)
C -2.1745 -5.9299 -0.4947
C 0.8456 10.7422 0.3242
C -7.4964 -8.4419 2.0670
H 1.7681 -0.9780 3.8371
C 1.3894 4.0912 2.0300
H -1.9521 -7.2791 1.1615
H 1.6259 3.3778 -5.2664
C -0.2907 2.4424 -4.9554
H -6.2879 -8.9541 0.3622
H 1.1212 1.0043 1.0832
C -0.9619 -3.5696 2.3229
N -0.4442 8.2753 0.3098
C -7.6530 -7.5271 3.0980
N 1.9823 -1.5791 3.0533
C -6.4454 -8.2639 1.1815
C 5.3045 1.1104 -2.0070
H -1.2311 8.7945 2.1336
H -5.1963 -5.4715 2.6024
C 0.4964 4.7434 1.1913
C 3.9383 -1.9963 1.6021
N -6.8477 -6.4846 3.2877
O -1.9313 -4.2233 2.5098
C 0.3398 8.6503 -0.6982
C 0.0306 10.3645 1.3794
C 0.8750 -2.2510 2.5860
H 3.3946 -2.8777 1.2445
H -3.0005 -8.9475 -2.6446
H 4.4449 -1.5656 0.7328
C 0.6911 3.3909 -4.7231
C 0.2136 -2.0172 1.2402
N -0.6579 4.4264 -3.0392
C 2.9261 -0.9705 2.1043
O -0.7283 -2.9913 1.0610
H 1.3474 11.7013 0.3299
H 1.9539 4.6484 2.7702
C -0.5883 9.1244 1.3246
H -0.8915 4.4682 -0.4273
C -1.5973 3.5125 -3.2762
H 3.4430 -0.1672 2.6359
C 0.1254 -3.1666 3.2167
H 0.3535 5.8142 1.2579
C 5.0370 3.0247 -3.3985
C -5.5997 -7.1823 1.3649
H 2.5014 2.8815 -1.3831
H -2.2590 1.7861 -4.3651
C -0.1981 3.9952 0.2542
C -1.4644 2.5051 -4.2191
C 1.0049 9.8671 -0.7381
C -2.7619 -8.1008 -2.0098
H 1.2144 5.1109 -3.5443
H 5.0132 -3.4963 2.7876
H 0.4370 7.9401 -1.5124
C 3.4388 2.5839 -1.8390
N 3.8860 3.3614 -2.8209
H 3.6959 0.8614 -0.5926
C -2.4785 -5.8508 -1.8470
H -2.4940 -9.2820 -0.2371
C -5.8424 -6.3255 2.4293
C 4.1087 1.4527 -1.3973
H 4.7055 -1.9952 3.6497
O 0.3613 -1.1143 0.4846
H -0.4880 1.9988 -0.5140
H -1.9568 -5.0351 0.0708
C 0.9316 2.0701 1.0922
C 5.7816 1.9137 -3.0308
N 1.6110 2.7777 1.9961
C 0.0269 2.6274 0.2015
H -2.4945 -4.8895 -2.3490
C -2.4761 -8.2888 -0.6656
C 0.4605 4.3620 -3.7593
H -0.1446 1.6660 -5.6953
H -4.7700 -7.0006 0.6967
H 5.8569 0.2341 -1.6910
H -8.1838 -9.2708 1.9646
C 4.9631 -2.4114 2.6727
H 5.9696 -2.0764 2.4121
H -0.1245 11.0143 2.2299
H 0.2729 -3.5798 4.2030
H -8.4657 -7.6350 3.8083
H -2.4966 3.5850 -2.6728
H 5.3798 3.6764 -4.1951
H 1.6309 10.1180 -1.5835
H 6.7104 1.6871 -3.5366
C -2.1742 -7.1772 0.1064
H 2.4061 -0.5101 1.2661
N -2.7672 -6.9083 -2.6021
```

The Mulliken scheme yields these atomic charges, measured in e:
1. C 0.09
2. C -0.19
3. C -0.34
4. H 0.32
5. C -0.49
6. H 0.42
7. H 0.39
8. C -0.21
9. H 0.39
10. H 0.31
11. C 0.51
12. N -0.41
13. C -0.25
14. N -0.23
15. C -0.41
16. C -0.41
17. H 0.35
18. H 0.49
19. C -0.26
20. C -0.11
21. N -0.53
22. O -0.49
23. C -0.06
24. C -0.41
25. C 0.85
26. H 0.32
27. H 0.35
28. H 0.22
29. C -0.58
30. C 0.26
31. N -0.33
32. C -0.07
33. O -0.28
34. H 0.37
35. H 0.37
36. C -0.18
37. H 0.43
38. C -0.27
39. H 0.50
40. C -1.04
41. H 0.40
42. C -0.41
43. C 0.02
44. H 0.45
45. H 0.38
46. C -0.32
47. C -0.49
48. C -0.52
49. C -0.24
50. H 0.35
51. H 0.30
52. H 0.36
53. C -0.47
54. N -0.35
55. H 0.23
56. C -0.39
57. H 0.40
58. C -0.38
59. C 0.19
60. H 0.33
61. O -0.47
62. H 0.46
63. H 0.29
64. C 0.20
65. C -0.35
66. N -0.46
67. C -0.56
68. H 0.39
69. C -0.37
70. C 0.01
71. H 0.39
72. H 0.31
73. H 0.38
74. H 0.36
75. C -1.19
76. H 0.32
77. H 0.35
78. H 0.51
79. H 0.35
80. H 0.36
81. H 0.34
82. H 0.35
83. H 0.39
84. C -0.37
85. H -0.64
86. N -0.61

=====

(4)
The following is a DFT calculation (wB97M-V/def2-TZVPD) of 2 unconnected molecules or ions with the total composition C8H18OSi.

Computed properties:
LUMO energy (alpha / beta)	-0.96 / -0.97	eV
highest occupied orbital energy (alpha / beta)	-7.93 / -7.85	eV
frontier orbital gap (alpha / beta)	6.969 / 6.884	eV
energy relative to the best compared isomer or geometry (same formula, charge and spin)	5.414	eV
DFT total energy	-18507.7604	eV

```
28
C8H18OSi (wB97M-V/def2-TZVPD)
O 1.1467 -3.0019 1.4124
H -1.6622 0.6171 3.4179
H -2.4157 2.0850 1.2454
H 3.1333 0.5655 0.8742
H 0.0338 1.6397 1.9356
H -0.5602 -2.8483 -1.8583
C -1.2442 0.0035 2.4403
H 1.9072 2.8654 -0.6632
Si 0.7330 -0.0733 0.2142
H 1.3138 -1.6211 -1.7473
C 0.1388 -0.0821 -2.5573
H 0.3029 -3.4732 1.3388
H -1.3675 2.3282 -0.1024
C -0.7748 -2.0292 -1.1626
C 2.3160 0.9802 0.3523
H -2.1966 0.6062 0.1122
C -1.7485 1.5371 0.5904
H 0.9274 0.6369 -2.8212
H 3.5274 2.7312 0.0280
H -0.4687 -0.7708 2.7202
H -1.7316 -1.5454 -1.5632
H -0.0118 -0.6944 -3.4089
C 0.4034 -1.0215 -1.4019
H -2.1171 -0.5185 1.9653
H -0.8518 -2.4663 -0.1735
C -0.5642 0.8521 1.3208
C 2.5642 2.2571 -0.1302
H -0.7329 0.4408 -2.3780
```

The Mulliken scheme yields these atomic charges, measured in e:
1. O -0.77
2. H 0.31
3. H 0.40
4. H 0.41
5. H 0.30
6. H 0.43
7. C -1.18
8. H 0.30
9. Si 0.00
10. H 0.36
11. C -1.79
12. H 0.20
13. H 0.29
14. C -1.29
15. C -0.36
16. H 0.32
17. C -1.27
18. H 0.36
19. H 0.25
20. H 0.41
21. H 0.31
22. H 0.45
23. C 0.80
24. H 0.31
25. H 0.22
26. C 0.39
27. C -0.61
28. H 0.46

=====

(5)
The following is a DFT calculation (wB97M-V/def2-TZVPD) of 3 unconnected molecules or ions with the total composition C3H13NO2S.

Computed properties:
LUMO energy	0.43	eV
SMILES	C[C@@H](N)CS.O.O
highest occupied orbital energy	-9.33	eV
frontier orbital gap	9.763	eV
energy relative to the best compared isomer or geometry (same formula, charge and spin)	0.937	eV
DFT total energy	-19741.5056	eV

```
20
C3H13NO2S (wB97M-V/def2-TZVPD)
N 0.7714 -0.4122 2.3152
H 1.2960 -2.4657 -1.5657
H -0.9431 -0.4362 -0.5800
S -2.0856 2.1953 0.8461
C -0.0396 -0.3880 0.0158
H 0.6749 0.3814 -3.3063
H -1.5248 2.5927 -0.3501
H 0.7053 0.3472 -0.3304
O 0.9624 -3.0666 -2.2486
H -0.5887 0.1631 -2.5532
H -1.2713 -0.1770 1.7639
H -0.4882 1.9920 2.5593
H 0.2971 2.2213 0.9089
C -0.4146 1.6717 1.5240
H 0.5285 -1.3003 0.1553
H 0.6260 -1.2658 2.8254
H 0.8676 -2.4364 -2.9834
O -0.1534 -0.1117 -3.3702
H 1.0470 0.3327 2.9346
C -0.2669 0.1628 1.4394
```

The Mulliken scheme yields these atomic charges, measured in e:
1. N -0.62
2. H 0.34
3. H 0.34
4. S -0.20
5. C -1.14
6. H 0.33
7. H 0.12
8. H 0.32
9. O -0.64
10. H 0.32
11. H 0.24
12. H 0.38
13. H 0.43
14. C -0.99
15. H 0.26
16. H 0.22
17. H 0.33
18. O -0.63
19. H 0.20
20. C 0.42

=====

(6)
The following is a DFT calculation (wB97M-V/def2-TZVPD) of C6H9N in the gas phase.

Computed properties:
LUMO energy	0.86	eV
highest occupied orbital energy	-7.90	eV
frontier orbital gap	8.765	eV
energy relative to the best compared isomer or geometry (same formula, charge and spin)	4.898	eV
DFT total energy	-7853.2621	eV

```
16
C6H9N (wB97M-V/def2-TZVPD)
H -0.1166 1.9728 0.6238
C -0.7901 -1.1057 -0.0110
N -1.6470 -0.9310 -0.9484
C 1.6106 -0.6628 0.9660
C -1.7074 0.5124 -0.2258
H -1.0230 -1.7928 0.8153
H -2.3953 0.5390 0.6377
C 0.4656 -0.2233 0.0999
C -0.2922 1.0791 0.0230
H 1.5591 1.2265 -1.1579
H -2.1717 0.7514 -1.1568
H 1.2637 -0.9297 1.9696
C 0.6173 0.6852 -1.0921
H 0.1708 0.4037 -2.0448
H 2.3737 0.1153 1.0620
H 2.0942 -1.5483 0.5321
```

The Mulliken scheme yields these atomic charges, measured in e:
1. H 0.38
2. C -0.15
3. N -0.66
4. C -1.49
5. C -0.50
6. H 0.41
7. H 0.35
8. C 0.95
9. C -0.29
10. H 0.30
11. H 0.28
12. H 0.35
13. C -0.84
14. H 0.25
15. H 0.36
16. H 0.32